[1]
Molecular formula: C4H3O3
Method: DFT, wB97M-V/def2-TZVPD

Each line ends with the Mulliken charge.
Positions of all 10 atoms, in Å:
O 1.76 -3.63 2.21  -0.4864
C 1.08 -2.87 1.63  0.6681
C 0.53 -1.87 0.89  -0.9107
C 0.67 -0.09 0.55  0.8799
O 1.53 0.49 1.21  -0.7082
C -0.09 0.58 -0.41  -0.7730
O 0.20 1.98 -0.47  -0.4797
H 0.06 -2.22 0.07  0.2555
H -1.04 0.46 -0.78  0.2838
H 0.40 2.23 0.43  0.2707

orbital gap: 6.36 eV
ΔE to the lowest compared entry with this formula, charge and spin: 250.0 kJ/mol
structure (SMILES): O=C=C/C([O-])=C/O
DFT total energy: -379.86095 hartree
highest occupied orbital energy: -2.51 eV
spin multiplicity: 1
total charge: -1



[2]
Molecular formula: C27H54O13
Method: DFT, wB97M-V/def2-TZVPD

Each line ends with the Mulliken charge.
Positions of all 94 atoms, in Å:
C -3.69 -16.85 -11.13  -0.7312
O -2.59 -15.90 -11.21  -0.4653
C -1.49 -16.02 -11.90  0.9095
O -1.17 -17.01 -12.60  -0.4430
O -0.78 -14.93 -11.77  -0.2777
C 0.37 -14.69 -12.60  -2.0482
H -3.43 -17.55 -10.34  0.3209
H -3.79 -17.27 -12.13  0.2630
H -4.62 -16.31 -10.95  0.3294
H 0.14 -14.21 -13.55  0.4412
H 0.91 -15.59 -12.90  0.3592
H 1.18 -14.11 -12.16  0.3661
C 0.33 -17.53 -12.50  -2.7208
O 1.65 -17.89 -12.78  -0.4185
C 2.02 -18.58 -13.87  0.2291
O 1.26 -19.03 -14.66  -0.4720
O 3.38 -18.65 -13.91  -0.6569
C 4.03 -19.25 -14.96  0.8410
H -0.18 -18.42 -12.13  -1.8061
H -0.20 -17.18 -13.39  2.4127
H 0.26 -16.77 -11.73  2.5530
H 3.58 -19.20 -15.95  -0.5059
H 4.23 -20.29 -14.72  -0.0996
H 5.02 -18.81 -15.06  0.1244
C 2.79 -16.04 -12.38  -1.3466
C 2.67 -15.28 -13.72  0.7621
O 1.78 -14.44 -13.96  -0.6456
C 3.66 -15.67 -14.74  0.0304
H 3.19 -17.05 -12.53  -0.0314
H 1.83 -16.17 -11.88  0.9157
H 3.48 -15.56 -11.68  0.4024
H 4.03 -14.79 -15.27  0.7050
H 3.15 -16.41 -15.36  -0.0495
H 4.53 -16.11 -14.25  0.1136
C 3.32 -18.63 -17.57  -1.0866
C 3.85 -17.21 -17.54  0.8005
O 3.58 -16.47 -16.61  -0.2255
C 4.64 -16.86 -18.78  -1.7751
H 2.51 -18.70 -18.29  0.4163
H 2.97 -18.87 -16.57  0.9655
H 4.01 -19.42 -17.88  0.3365
H 5.00 -15.84 -18.68  0.3600
H 4.11 -16.89 -19.73  0.3646
H 5.44 -17.60 -18.78  0.3528
C 1.43 -20.99 -13.32  1.3463
C 2.56 -21.24 -12.39  0.7647
O 2.97 -20.35 -11.65  -0.6118
C 3.26 -22.63 -12.44  -1.4025
H 0.71 -20.30 -12.87  -1.6640
H 0.94 -21.96 -13.43  0.5982
H 1.81 -20.71 -14.30  0.4265
H 3.14 -23.08 -13.42  0.0287
H 2.77 -23.29 -11.72  0.5232
H 4.30 -22.52 -12.13  0.3351
C 6.67 -16.77 -16.06  -1.2969
C 6.26 -18.21 -16.10  0.9418
O 5.08 -18.50 -16.25  -0.1577
C 7.35 -19.25 -15.92  -0.9328
H 5.99 -16.11 -16.60  0.0929
H 7.63 -16.75 -16.57  0.4718
H 6.69 -16.38 -15.04  0.2713
H 6.79 -19.99 -15.36  -0.4070
H 8.22 -19.02 -15.29  0.3837
H 7.63 -19.64 -16.90  0.3782
C 1.45 -15.34 -17.45  -1.0241
C 0.43 -15.92 -16.51  -0.2794
O -0.73 -15.48 -16.45  -0.6764
C 0.97 -16.93 -15.53  0.3450
H 2.02 -14.49 -17.06  0.1923
H 0.95 -14.92 -18.32  0.5275
H 2.13 -16.11 -17.82  0.2325
H 1.48 -16.44 -14.70  -0.1437
H 1.71 -17.56 -16.03  0.0019
H 0.21 -17.63 -15.16  0.3972
C -1.53 -19.51 -12.95  -0.7231
C -1.93 -19.18 -11.56  0.7650
O -3.13 -19.18 -11.19  -0.6723
C -0.79 -18.69 -10.68  -0.9775
H -1.34 -18.61 -13.54  -0.0047
H -2.37 -19.99 -13.45  0.4854
H -0.69 -20.19 -12.88  0.5283
H 0.18 -19.11 -10.94  0.3950
H -1.00 -18.97 -9.65  0.5653
H -0.75 -17.60 -10.67  0.0996
C 5.36 -21.01 -15.63  -1.5502
C 4.25 -21.89 -15.11  0.6210
O 3.14 -21.42 -14.73  -0.5940
C 4.61 -23.40 -15.01  -1.6925
H 5.04 -19.99 -15.83  0.8437
H 5.81 -21.51 -16.49  0.6310
H 6.16 -20.94 -14.90  0.3957
H 3.93 -23.97 -14.37  0.5605
H 5.62 -23.52 -14.62  0.4105
H 4.60 -23.88 -15.99  0.3816

orbital gap: 7.05 eV
ΔE to the lowest compared entry with this formula, charge and spin: 3534.9 kJ/mol
DFT total energy: -2038.00363 hartree
highest occupied orbital energy: -7.08 eV
spin multiplicity: 1



[3]
Molecular formula: C11H25HgN5O7
Method: DFT, wB97M-V/def2-TZVPD

Each line ends with the Mulliken charge.
Positions of all 49 atoms, in Å:
O -0.23 -0.84 -3.82  -0.3960
H 0.32 -1.61 -4.04  0.3977
Hg 0.48 0.38 -0.16  1.6601
N 1.52 -1.43 -1.21  0.6355
N -0.94 -1.59 -0.21  0.3619
N 0.68 2.66 -0.24  0.3802
N -1.40 1.36 0.66  0.1104
O 2.66 -1.22 -1.66  -0.8312
O 1.68 3.14 -0.88  -0.8508
O -2.45 0.69 1.17  -0.5420
O -2.03 -1.75 0.47  -0.9327
C -0.31 -2.76 -0.55  0.0286
C 1.00 -2.68 -1.13  0.1394
C -0.09 3.34 0.61  0.1408
C -1.23 2.60 1.13  0.4352
C 1.85 -3.81 -1.56  -1.3345
H 1.85 -3.90 -2.65  0.1833
H 1.47 -4.73 -1.14  0.4434
H 2.88 -3.64 -1.23  0.3188
C -1.00 -4.05 -0.24  -1.3107
H -2.04 -4.02 -0.65  0.2642
H -1.08 -4.15 0.87  0.2231
H -0.45 -4.92 -0.65  0.4168
C 0.26 4.75 0.98  -1.3721
C -2.15 3.20 2.14  -1.5539
H 0.97 5.21 0.26  0.3594
H 0.71 4.79 1.99  0.2456
H -0.66 5.35 1.01  0.3456
H -2.88 2.42 2.34  0.4187
H -2.64 4.10 1.72  0.3935
H -1.59 3.47 3.06  0.2653
H 1.60 1.79 -1.93  0.4821
H -2.30 -0.25 0.83  0.3980
C -1.93 -0.23 -4.00  -0.1126
H -2.05 0.20 -4.99  0.2558
H -1.85 0.49 -3.19  0.0949
H -2.25 -1.19 -3.62  0.2898
O 1.04 0.99 -2.22  -0.8963
H 0.42 -0.33 -3.26  0.3779
H 0.31 1.55 -2.60  0.2783
C 0.23 -0.60 3.41  -1.0038
C 1.48 -0.30 2.66  0.9253
N 2.63 -0.16 3.30  -0.4290
O 1.64 -0.19 1.41  -0.9899
H 0.50 -1.08 4.35  0.4131
H -0.43 -1.25 2.84  0.2034
H -0.31 0.33 3.63  0.2333
H 3.43 0.07 2.72  0.2525
H 2.68 -0.22 4.29  0.1839

orbital gap (spin up / spin down): 3.80 / 3.28 eV
ΔE to the lowest compared entry with this formula, charge and spin: 190.5 kJ/mol
DFT total energy: -1387.57998 hartree
highest occupied orbital energy (spin up / spin down): -5.39 / -5.16 eV
spin multiplicity: 1



[4]
Molecular formula: C35H34BrCl3MnN3O2P
Method: DFT, wB97M-V/def2-TZVPD

Each line ends with the Mulliken charge.
Positions of all 80 atoms, in Å:
Mn -0.81 -20.16 -8.58  0.3558
Cl -4.79 -24.40 -12.65  -0.1971
C -3.57 -23.32 -11.98  0.1380
C -3.84 -22.73 -10.75  -0.8015
C -2.89 -21.86 -10.29  1.0534
Cl -3.19 -21.09 -8.74  -0.2241
C -1.74 -21.52 -10.96  -0.7263
O -0.89 -20.67 -10.35  -0.4700
C -1.54 -22.08 -12.20  0.4549
Cl -0.14 -21.77 -13.19  -0.1429
C -2.42 -23.01 -12.68  -0.5224
H -4.82 -22.81 -10.22  0.3925
H -2.12 -23.51 -13.61  0.4248
Br -5.05 -13.33 -5.35  -0.1267
C -3.31 -13.78 -4.96  0.1767
C -2.39 -13.94 -5.96  -0.6876
C -1.10 -14.30 -5.65  0.0961
C -0.71 -14.59 -4.32  0.0056
C -1.68 -14.48 -3.32  -0.1812
C -2.97 -14.10 -3.64  -0.6735
N 0.60 -14.94 -3.86  -0.3718
N 1.35 -15.69 -4.50  -0.5248
C 1.00 -16.35 -5.71  0.0956
C 1.67 -16.16 -6.86  -0.6581
C 1.41 -16.90 -8.00  -0.7605
C 0.40 -17.85 -7.99  1.1529
O 0.06 -18.58 -9.02  -0.8692
C -0.30 -18.07 -6.81  -0.6262
N -1.18 -19.13 -6.85  0.0654
C -2.04 -19.26 -5.80  -0.4651
C -1.87 -18.55 -4.59  -1.5158
C -0.84 -17.59 -4.55  -0.5726
C -0.03 -17.32 -5.65  1.8695
H -2.65 -13.81 -7.00  0.4336
H -0.39 -14.39 -6.47  0.4629
H -1.37 -14.62 -2.29  0.5170
H -3.75 -13.97 -2.90  0.4520
H 2.45 -15.42 -6.93  0.4771
H 1.82 -16.77 -8.97  0.6465
H -2.82 -20.01 -5.89  0.7170
H -2.50 -18.78 -3.75  0.5119
H -0.65 -17.15 -3.57  0.6273
C 1.92 -20.73 -5.86  -2.1254
C 2.12 -21.61 -7.14  2.0108
C 3.20 -22.65 -6.81  -1.7601
C 2.63 -20.73 -8.30  -1.7496
P 0.44 -22.24 -7.62  1.7072
C 0.85 -23.56 -8.88  0.6043
C 1.22 -24.84 -8.52  -0.5384
C 1.56 -25.82 -9.46  -0.9964
C 1.64 -25.47 -10.82  -0.6209
C 1.42 -24.14 -11.19  -1.0876
C 0.99 -23.20 -10.24  -0.6841
C -0.43 -23.18 -6.22  1.7374
C -1.25 -22.17 -5.38  -1.7867
C -1.43 -24.17 -6.85  -1.5546
C 0.46 -23.94 -5.24  -1.7648
H 2.85 -20.23 -5.63  0.5992
H 1.67 -21.28 -4.94  0.2638
H 1.14 -19.96 -6.01  0.4963
H 4.13 -22.09 -6.61  0.5616
H 3.50 -23.29 -7.64  0.3344
H 3.01 -23.24 -5.92  0.3039
H 3.54 -20.28 -7.95  0.5876
H 1.92 -19.94 -8.59  0.1455
H 2.88 -21.40 -9.14  0.3577
H 1.20 -25.08 -7.50  0.3505
H 1.65 -26.85 -9.13  0.4340
H 1.86 -26.21 -11.56  0.4340
H 1.45 -23.82 -12.22  0.4331
H 0.75 -22.18 -10.57  0.9515
H -2.05 -21.82 -6.01  0.1354
H -0.62 -21.35 -5.10  0.3951
H -1.65 -22.72 -4.49  0.5688
H -2.07 -23.66 -7.59  0.1817
H -2.05 -24.50 -6.03  0.5435
H -1.00 -25.03 -7.37  0.3333
H 1.09 -23.28 -4.66  0.4757
H 1.12 -24.73 -5.64  0.1677
H -0.18 -24.44 -4.51  0.5454

orbital gap (spin up / spin down): 5.82 / 6.67 eV
ΔE to the lowest compared entry with this formula, charge and spin: 0.0 kJ/mol
DFT total energy: -7115.58227 hartree
highest occupied orbital energy (spin up / spin down): -10.63 / -10.72 eV
spin multiplicity: 5
total charge: +1